(1)
{
  "formula": "C44H88O21",
  "method": "ωB97M-V/def2-TZVPD",
  "species": ["H", "H", "H", "H", "H", "H", "H", "O", "C", "C", "H", "H", "H", "H", "H", "C", "C", "H", "C", "C", "O", "H", "C", "H", "H", "H", "H", "C", "H", "O", "H", "H", "H", "H", "H", "H", "H", "O", "H", "H", "H", "O", "H", "H", "O", "C", "C", "H", "H", "H", "C", "C", "C", "C", "H", "O", "H", "O", "H", "H", "H", "H", "C", "H", "H", "C", "C", "O", "C", "H", "H", "H", "H", "H", "C", "C", "C", "H", "H", "C", "H", "C", "H", "C", "C", "C", "C", "O", "O", "H", "H", "H", "H", "H", "H", "H", "C", "C", "O", "H", "C", "H", "C", "O", "H", "C", "C", "O", "O", "H", "O", "C", "H", "H", "H", "H", "O", "C", "H", "H", "H", "H", "H", "H", "H", "O", "H", "C", "H", "H", "O", "C", "O", "H", "H", "H", "H", "H", "C", "H", "C", "H", "C", "H", "H", "C", "H", "C", "C", "H", "H", "O", "C"],
  "positions_angstrom": [[-3.32, -1.94, 8.32], [-7.81, -2.35, 0.37], [-5.61, 2.34, -5.07], [3.89, -1.47, 5.46], [-5.83, 3.72, -3.91], [-6.68, -1.07, 2.00], [4.45, -4.07, 11.41], [-1.72, 6.81, 3.27], [-3.48, -7.11, -1.47], [-2.68, 7.03, -5.50], [-1.53, -6.91, -0.61], [-9.35, -0.33, -0.65], [-5.10, -7.60, 1.41], [4.18, -2.63, 12.15], [6.03, -3.36, 2.02], [3.58, 2.94, -5.68], [-1.83, 0.07, 6.34], [4.50, -2.69, 1.62], [-1.19, 1.24, -0.81], [3.07, -4.61, 2.58], [-3.15, 8.61, 3.25], [7.32, 3.20, -2.35], [-8.65, -0.43, 0.18], [-7.16, -1.39, -1.02], [-2.71, 5.69, 1.99], [-5.02, -5.93, 1.09], [-4.37, 2.71, -3.84], [0.47, -4.36, -7.23], [-3.31, 7.78, -5.02], [3.94, -2.64, 10.00], [2.55, 1.01, -5.55], [-5.41, -1.22, 0.77], [-3.30, -6.51, -2.37], [0.09, -4.83, -9.70], [-2.48, -5.51, -0.64], [0.34, 2.52, -1.93], [-1.75, 10.66, 3.91], [3.81, -1.46, 8.07], [3.04, 1.00, -7.90], [5.11, -4.18, 0.67], [1.81, -6.58, -8.99], [2.33, -4.24, 1.68], [5.64, 3.38, -6.13], [5.67, -2.86, 11.28], [0.25, -4.44, -5.94], [-2.04, 8.16, 3.23], [0.82, -6.58, 4.24], [1.54, 0.41, -0.27], [-0.52, -0.73, -0.15], [-3.73, 0.81, 6.22], [3.53, 1.41, -5.81], [-3.22, -0.04, 5.78], [-1.79, -0.71, 7.61], [-4.86, -7.09, -0.77], [3.88, 3.26, -4.68], [-0.88, 8.79, 3.41], [-5.52, -7.94, -0.95], [-0.37, -5.21, -7.80], [4.32, 0.99, -5.18], [-1.68, 6.95, -7.46], [-5.51, -6.28, -1.11], [-0.19, 10.07, 1.31], [4.59, -3.01, 11.22], [6.63, 1.38, -0.29], [-3.18, -0.13, 4.70], [-2.85, -1.81, 7.35], [-0.27, -5.72, -9.18], [-3.47, 5.87, -5.80], [3.60, -0.53, 5.93], [-2.07, 1.70, -0.37], [1.44, -7.25, 4.83], [0.78, -6.93, 3.20], [2.52, -0.45, 5.90], [0.73, -7.44, -10.13], [-8.01, 0.96, 0.42], [4.40, -1.52, 9.29], [-0.94, 10.26, 3.29], [5.24, -0.20, 7.25], [7.03, -0.47, -2.34], [3.91, 1.16, -7.26], [0.58, -7.71, -8.45], [0.83, -3.70, -4.94], [-3.21, -8.13, -1.74], [-3.75, 5.04, -4.83], [-0.53, 0.29, 0.23], [-7.52, -1.36, 0.01], [-1.01, 10.56, 1.83], [5.32, -0.82, 9.70], [-4.49, 4.06, -5.35], [8.36, 0.89, -3.71], [1.27, -4.86, 5.19], [4.56, 0.29, -7.32], [-9.38, -0.76, 0.92], [-0.63, 3.44, -0.96], [8.00, -0.30, -0.91], [0.19, -2.82, -4.79], [8.69, 0.67, -2.70], [-4.68, -6.89, 0.70], [1.31, -3.59, -7.79], [-1.38, 8.47, -6.56], [-6.43, -0.88, 0.96], [-1.22, -6.22, -9.35], [6.79, 1.50, -1.36], [-6.66, 0.55, 0.80], [-1.13, 0.17, 1.13], [-2.12, 7.70, -6.80], [5.05, -3.63, 1.61], [8.91, 1.99, -2.21], [4.64, 2.32, -7.67], [-0.05, 10.82, 3.57], [2.65, -5.19, 3.71], [7.74, 2.53, -1.60], [-0.79, -1.08, 7.86], [9.54, -0.01, -2.71], [3.93, 0.31, 5.30], [1.83, -3.31, -5.12], [4.46, -4.39, 2.59], [4.69, 3.32, -6.67], [2.63, 3.43, -5.85], [1.28, 0.79, 1.46], [3.85, 0.57, 7.83], [-2.50, 4.80, 3.50], [5.81, 1.65, -1.81], [-0.18, -6.44, 4.63], [-3.63, 6.17, 3.50], [0.62, 2.20, 0.14], [-2.96, 8.02, -7.41], [7.60, 0.25, -1.77], [-1.29, 0.69, -1.74], [0.82, -4.28, -4.03], [-3.20, -6.86, 0.78], [0.80, -6.93, -9.17], [-3.73, -1.30, 6.31], [0.68, -4.53, 3.49], [-2.41, -2.72, 6.94], [-0.84, 11.63, 1.68], [-1.38, 1.07, 6.36], [-2.08, 10.46, 1.62], [0.84, 0.81, 0.46], [-1.92, 6.77, -4.76], [1.29, -5.16, 4.14], [7.88, 3.26, -0.80], [-2.56, -6.58, -0.46], [-7.96, 1.62, -0.44], [-2.09, -0.23, 8.54], [-5.13, 3.13, -4.50], [-8.40, 1.50, 1.28], [-0.21, 2.44, -1.00], [4.16, -0.33, 7.31], [-1.17, -0.48, 5.67], [4.54, 4.34, -7.02], [-3.31, 5.11, -3.68], [-2.71, 5.78, 3.08]],
  "smiles": "CCOC(=O)OC.CCOC(=O)OC.CCOC(=O)OC.CCOC(=O)OC.CCOC(=O)OC.C1CCOC1.C1CCOC1.C1CCOC1.C1CCOC1.C1CCOC1.C1CCOC1",
  "de_lowest_ev": 6.7394,
  "lumo_energy_ev": 0.07,
  "homo_lumo_gap_ev": 9.34
}



(2)
{
  "formula": "CHO5S",
  "method": "ωB97M-V/def2-TZVPD",
  "species": ["C", "O", "O", "H", "S", "O", "O", "O"],
  "positions_angstrom": [[-0.21, -0.75, 0.21], [0.77, 1.57, 1.15], [1.07, 0.88, -1.21], [-1.09, -0.77, 0.99], [0.14, 0.99, -0.11], [-0.26, -1.59, -0.85], [-1.21, 1.40, -0.31], [0.79, -1.73, 0.12]],
  "total_charge": -1,
  "smiles": "O=S(=O)([O-])C1OO1",
  "de_lowest_ev": 4.6867,
  "lumo_energy_ev": 4.10,
  "homo_lumo_gap_ev": 9.37
}



(3)
{
  "formula": "C52H149N13O16",
  "method": "ωB97M-V/def2-TZVPD",
  "species": ["C", "O", "H", "C", "H", "H", "C", "H", "H", "C", "H", "H", "H", "H", "C", "C", "N", "H", "N", "C", "H", "C", "C", "H", "H", "C", "H", "C", "H", "H", "H", "N", "H", "H", "C", "H", "H", "H", "H", "H", "N", "H", "C", "H", "H", "H", "H", "H", "O", "C", "H", "H", "H", "H", "H", "O", "C", "H", "H", "C", "H", "H", "H", "C", "N", "H", "H", "H", "H", "C", "H", "H", "O", "C", "H", "H", "H", "H", "N", "H", "H", "H", "C", "H", "H", "C", "H", "H", "C", "H", "N", "H", "H", "H", "H", "H", "H", "H", "O", "C", "C", "O", "H", "C", "H", "H", "O", "H", "O", "H", "H", "H", "H", "H", "H", "O", "H", "N", "O", "H", "C", "H", "N", "H", "H", "N", "H", "O", "H", "C", "H", "H", "H", "C", "H", "H", "C", "H", "C", "H", "H", "C", "C", "H", "H", "H", "C", "H", "H", "H", "C", "H", "N", "H", "H", "C", "H", "H", "C", "H", "C", "H", "C", "O", "O", "H", "H", "H", "C", "C", "H", "H", "O", "C", "N", "H", "O", "H", "H", "H", "C", "H", "H", "C", "H", "C", "H", "H", "H", "H", "H", "H", "H", "H", "C", "H", "H", "C", "H", "C", "H", "H", "H", "H", "H", "H", "H", "C", "C", "H", "O", "H", "H", "N", "C", "H", "H", "C", "H", "H", "C", "H", "H", "H", "H", "H", "H", "H", "H", "H"],
  "positions_angstrom": [[1.71, 2.77, 5.39], [-0.32, -2.09, 3.87], [1.24, -1.54, 7.20], [-3.35, 3.60, -3.61], [6.20, 4.11, -4.07], [4.96, -2.06, -2.96], [3.92, 2.65, 1.52], [-4.91, 7.71, -1.35], [-1.73, -2.28, 5.33], [-3.65, 5.42, 0.14], [-6.95, 2.35, -5.10], [4.26, -2.41, -6.05], [9.41, 2.38, 3.05], [-5.54, 0.74, -5.40], [-0.02, -3.60, 7.27], [-1.24, 0.11, -0.83], [-4.16, 7.52, 1.23], [-7.13, -4.82, -0.78], [4.38, -5.69, -2.38], [-2.15, 2.37, -5.33], [1.71, 1.96, -1.01], [7.45, 2.18, 2.78], [4.45, -1.75, -3.88], [2.39, 0.87, 6.41], [-8.10, -2.91, 1.73], [2.70, -3.66, 3.46], [-8.30, 2.77, -2.30], [3.59, -5.32, -1.21], [1.21, -1.60, 2.80], [-4.11, 0.77, 0.64], [-5.36, -0.92, 2.58], [2.35, 3.52, 6.52], [8.44, -3.51, -6.29], [4.44, -0.27, -0.06], [-8.78, -3.21, 3.41], [5.36, -5.65, -2.17], [7.24, 0.09, 3.35], [4.12, 3.10, 0.54], [-0.21, -4.63, 6.97], [-3.78, 0.66, -1.19], [0.40, -1.37, 6.66], [4.40, -3.43, -1.39], [3.82, 3.37, -3.08], [0.22, 1.94, -3.75], [-7.43, -1.82, 4.66], [-1.49, 1.58, 2.69], [0.13, 2.27, -1.68], [-7.97, -4.43, 2.18], [-3.09, -4.90, -0.95], [3.41, -3.79, -1.10], [-5.51, 5.85, 1.02], [6.83, 6.02, -2.42], [-0.08, 2.57, 2.67], [3.19, -3.59, -0.05], [1.70, -5.73, -0.28], [-2.16, 0.73, 0.10], [-6.95, 2.27, -4.01], [-2.73, 1.52, -4.98], [-0.83, 1.13, -6.55], [-7.49, -2.31, 3.68], [1.23, -3.05, 5.76], [6.43, 3.02, -2.67], [-9.62, -2.52, 3.46], [6.16, 2.99, 2.56], [-0.08, 3.02, -6.51], [-9.13, 0.69, -3.41], [-6.65, -3.00, 3.62], [-9.01, 3.66, -4.90], [5.02, -2.26, 2.37], [2.44, -8.13, -2.44], [0.53, 2.37, 0.14], [6.50, -3.34, -4.36], [-0.60, 1.93, 4.62], [5.44, -2.00, 5.62], [3.85, 3.23, -4.16], [3.20, 1.20, 4.98], [-0.88, -4.43, -0.56], [3.34, 3.49, 6.35], [2.18, -1.55, 2.53], [8.40, 3.19, 4.13], [-8.85, -3.89, 5.45], [-5.78, -0.39, 4.09], [7.46, 1.05, 3.80], [-7.26, 1.50, -0.43], [-6.19, 6.41, -1.09], [-5.54, 7.16, -0.64], [7.78, 1.79, 1.82], [-5.75, -5.55, -1.03], [-3.87, -3.83, -0.31], [-3.11, 5.12, 1.03], [1.07, -0.45, -1.56], [1.02, -1.36, -1.12], [-9.45, 1.43, -4.93], [-0.87, 5.30, -1.78], [2.28, 4.49, 6.26], [-5.53, -3.52, -1.77], [-3.52, 8.02, 0.64], [0.51, 0.00, 0.35], [-2.64, 5.93, -0.77], [-4.80, 6.45, 0.45], [-1.70, -4.62, -1.25], [5.17, 2.13, 2.04], [5.00, -0.85, -4.15], [-5.40, 0.46, -4.35], [-6.21, 7.90, -0.20], [-5.79, -2.50, 1.08], [0.83, -2.55, -4.19], [-9.83, -4.86, 4.39], [3.55, -0.54, -0.27], [3.97, -4.30, -3.81], [3.39, 3.20, 2.29], [-3.50, -0.70, -0.06], [1.55, 0.75, 4.83], [4.36, -6.68, -2.60], [0.72, -3.50, 8.05], [-6.46, 1.49, -0.96], [8.70, 3.80, -2.84], [-8.64, -3.68, 2.11], [6.85, -2.25, -6.06], [1.54, -5.66, -1.95], [0.65, 1.85, -0.81], [7.48, 3.67, -0.76], [-8.81, 3.88, -3.94], [3.44, -1.56, -3.53], [-2.70, 2.87, -6.13], [8.62, 3.00, 3.16], [1.89, -7.58, -3.20], [2.26, -7.45, -1.17], [2.10, -9.16, -2.42], [7.19, 5.01, -2.25], [-1.41, 4.32, -0.40], [-6.23, 3.02, -3.67], [5.90, -2.65, 6.37], [6.06, -3.27, -5.35], [-8.12, 4.59, -4.12], [2.04, -0.23, -1.39], [-3.50, 0.38, -0.18], [-0.36, 0.51, -4.21], [-5.90, -2.41, 0.00], [-1.60, -3.84, -2.01], [6.82, 1.23, 4.67], [-1.27, -2.13, 2.80], [0.16, 1.35, -4.66], [0.68, -0.82, 5.85], [-2.02, -1.36, 2.95], [-8.06, -5.00, 4.44], [4.59, -1.92, 3.31], [6.25, -4.29, -5.69], [-0.78, 5.97, -0.10], [3.89, 2.41, -2.56], [4.58, -2.77, -5.07], [5.80, 3.64, 3.36], [3.72, -3.97, -4.73], [2.95, -4.08, 4.43], [-1.66, 0.38, -1.80], [-0.74, 1.90, -5.80], [1.37, -2.09, -3.54], [8.60, -2.39, -4.95], [2.23, 1.34, 5.44], [-10.42, 1.90, -3.60], [-8.90, -4.30, 4.44], [-3.80, -4.05, 0.76], [-1.34, 5.34, -0.79], [-2.13, 3.31, -4.29], [-7.43, -1.19, 2.81], [-3.80, 2.89, -2.92], [-0.71, 3.50, -7.14], [1.66, -3.97, 3.31], [8.26, -2.48, -5.99], [-5.35, -3.65, -0.70], [-5.42, -0.63, -4.44], [-0.90, -3.77, 4.70], [5.41, -2.53, 4.29], [0.17, 2.78, 5.43], [7.32, 4.66, -0.79], [-0.95, -3.33, 7.78], [4.83, 4.25, -2.50], [4.70, -0.84, 3.21], [-1.20, -5.47, -1.73], [-3.38, -2.86, -0.38], [-0.79, -2.74, 5.04], [2.74, -3.73, -4.69], [0.35, 3.70, -5.90], [-9.39, 1.65, -3.86], [1.17, 1.02, -4.92], [-6.19, -0.41, 3.07], [5.82, -0.98, 5.66], [-4.08, 3.70, -4.42], [-0.16, 3.81, 5.58], [-6.34, 0.63, 2.77], [-1.73, -3.11, 2.64], [-3.11, 4.53, -3.09], [8.82, 5.33, -3.78], [2.93, 3.85, -2.67], [3.00, -2.19, 3.51], [4.40, -1.86, 5.93], [3.33, -1.21, 0.38], [0.28, 0.36, -0.65], [-6.77, 1.25, -1.84], [0.27, -2.71, 6.14], [-6.94, -2.33, -0.32], [-0.07, -2.28, -4.00], [8.44, 0.86, 4.23], [-0.13, 2.38, 6.40], [-4.85, 8.14, 1.65], [6.43, 3.73, 1.81], [3.48, -8.02, -2.75], [8.62, 4.89, -2.80], [-0.95, 2.32, 3.27], [3.25, 1.82, 1.32], [-6.56, 0.91, -3.69], [2.78, -1.88, 4.53], [2.60, -3.41, -1.73], [-6.17, -4.83, -0.46], [-8.35, 2.67, -3.39], [2.01, 3.19, 4.43], [6.36, 4.81, -0.49], [6.15, 4.02, -2.99], [-1.51, -0.95, -0.84], [-0.71, -1.81, 1.92], [2.22, -6.03, -1.19], [3.41, -4.20, 2.84], [-4.44, 0.72, -3.91], [2.39, -0.56, 2.46], [8.67, -1.67, -6.59], [4.24, -5.59, -0.37], [-1.49, 3.27, 3.28], [-4.05, 4.47, -0.22], [-5.35, -1.53, -0.34], [9.32, 5.26, -2.05]],
  "spin_multiplicity": 2,
  "total_charge": -1,
  "lumo_energy_ev": [1.81, 1.82],
  "homo_lumo_gap_ev": [1.31, 8.41]
}



(4)
{
  "formula": "C28H56NO13PS",
  "method": "ωB97M-V/def2-TZVPD",
  "species": ["C", "H", "C", "P", "C", "H", "C", "C", "H", "H", "C", "H", "C", "H", "H", "C", "C", "H", "H", "H", "H", "O", "C", "H", "H", "H", "H", "O", "H", "C", "C", "H", "O", "H", "H", "H", "C", "N", "C", "H", "H", "C", "H", "H", "H", "O", "O", "O", "H", "H", "H", "C", "O", "H", "H", "H", "C", "H", "C", "O", "C", "C", "C", "H", "H", "C", "H", "H", "H", "H", "H", "C", "H", "H", "S", "O", "H", "C", "H", "O", "C", "H", "H", "H", "H", "H", "H", "H", "H", "H", "O", "C", "C", "H", "H", "H", "H", "O", "C", "O"],
  "positions_angstrom": [[0.83, -2.67, -2.56], [-3.36, 4.05, -0.10], [1.75, -0.10, -1.60], [-1.30, 2.33, 0.56], [1.69, -2.59, -3.80], [-2.23, 0.02, 5.09], [-1.24, 1.79, -8.64], [-2.93, 3.16, -9.76], [6.71, -5.00, 2.62], [-4.06, 4.50, 2.68], [5.76, -6.57, 3.73], [2.48, 3.54, -3.83], [-0.03, -2.11, 5.32], [2.45, 2.25, -5.02], [-0.51, 4.68, -1.75], [-3.91, 3.88, 0.82], [-0.49, 3.10, -3.16], [-4.96, -2.30, 3.79], [-3.61, 2.31, -9.76], [-3.62, -2.59, 2.66], [4.77, -6.39, 3.29], [-0.09, 2.79, -4.40], [2.76, -2.17, 3.71], [1.18, -0.70, 3.42], [0.02, -1.94, -2.56], [-1.16, 3.72, 0.42], [-3.30, 1.41, -7.96], [5.57, -2.92, 6.04], [-2.85, -1.60, 4.83], [0.79, 3.61, -5.19], [6.59, -5.30, 3.66], [2.67, 0.16, -2.13], [2.46, -1.35, 0.27], [-4.35, 4.59, -9.01], [-2.14, 1.92, -6.71], [-5.23, -0.67, 4.98], [6.02, -3.95, 5.62], [-3.27, 4.40, 2.05], [-2.27, 1.34, -7.62], [2.18, -1.62, -3.88], [-2.66, 5.08, -8.83], [-4.50, -0.67, 2.40], [0.54, 4.67, -5.08], [-4.54, 0.92, 5.25], [0.63, 4.98, -3.04], [-1.87, 3.45, 3.62], [1.61, -2.55, -1.36], [5.94, -4.20, 4.29], [-5.30, -2.60, 2.09], [7.09, -4.50, 7.36], [2.99, -1.93, 4.76], [-3.35, 4.24, -8.78], [-0.12, 1.37, -8.61], [1.17, -2.04, 2.30], [3.48, -1.65, 3.08], [0.04, -0.47, 6.66], [-3.08, -0.65, 5.30], [-3.14, -0.81, 6.37], [1.95, -1.37, -0.82], [-0.97, -2.66, 5.83], [6.59, -5.00, 6.54], [-4.36, -0.04, 4.77], [-2.70, 2.13, 1.77], [1.08, -2.74, -4.69], [5.60, -6.89, 4.76], [2.24, 3.31, -4.87], [-3.34, 3.88, -7.75], [-4.89, 2.23, 1.79], [1.01, 3.77, -1.80], [1.47, -1.51, 6.71], [1.50, 0.68, -0.87], [0.21, 4.20, -2.41], [2.90, -3.25, 3.59], [-4.18, 1.72, 0.29], [0.34, 1.57, 1.31], [-1.58, 2.73, -9.53], [-1.69, 1.73, -0.64], [0.74, -1.04, 6.05], [-2.93, 3.57, -10.77], [-4.55, -0.30, 1.26], [-2.51, 3.36, 2.67], [2.47, -3.35, -3.77], [-2.08, 0.29, -7.40], [2.90, 3.90, -5.52], [0.36, -3.66, -2.50], [-2.64, 1.17, 2.25], [-4.82, 4.45, 0.70], [1.25, -0.33, 5.40], [0.93, -0.14, -2.32], [5.78, -5.61, 6.94], [-4.26, 0.24, 3.36], [1.35, -1.78, 3.34], [-4.60, -2.12, 2.78], [6.24, -7.38, 3.19], [0.59, 3.35, -6.22], [7.60, -5.44, 4.06], [7.33, -5.66, 6.07], [-1.35, 2.42, -2.65], [-4.06, 2.39, 1.12], [0.38, -2.50, 4.11]],
  "smiles": "O=C1NCC[C@H]1[PH2]=S.CCOC(C)=O.CCOC(C)=O.CCOC(C)=O.CCOC(C)=O.CCOC(C)=O.CCOC(C)=O",
  "lumo_energy_ev": 0.45,
  "homo_lumo_gap_ev": 8.66
}